{"formula": "C24H53F2NO16", "method": "ωB97M-V/def2-TZVPD", "symbols": ["N", "H", "H", "H", "H", "O", "H", "C", "C", "O", "C", "O", "O", "F", "H", "H", "H", "C", "C", "O", "C", "O", "O", "F", "H", "H", "H", "C", "O", "C", "C", "O", "C", "C", "O", "C", "H", "H", "H", "H", "H", "H", "H", "H", "H", "H", "H", "H", "H", "H", "C", "O", "C", "C", "O", "C", "C", "O", "C", "H", "H", "H", "H", "H", "H", "H", "H", "H", "H", "H", "H", "H", "H", "C", "O", "C", "C", "O", "C", "C", "O", "C", "H", "H", "H", "H", "H", "H", "H", "H", "H", "H", "H", "H", "H", "H"], "coordinates": [[0.739, 0.732, 0.940], [1.763, 1.030, 0.905], [0.453, -0.140, 0.544], [0.108, 1.370, 0.623], [0.683, 0.658, 2.087], [2.672, -1.400, 0.756], [3.343, -1.785, 0.562], [0.365, -3.741, 1.246], [0.530, -4.740, 0.036], [-0.746, -5.320, 0.046], [-1.517, -4.712, 0.844], [-2.654, -5.049, 0.936], [-0.984, -3.791, 1.527], [1.584, -5.558, 0.089], [0.697, -2.743, 0.798], [0.669, -4.069, 2.121], [0.802, -4.057, -0.853], [5.806, 0.300, 1.727], [4.757, 0.621, 2.675], [4.275, 1.845, 2.262], [4.876, 2.340, 1.199], [4.558, 3.405, 0.777], [5.646, 1.376, 0.774], [5.163, 0.638, 3.945], [5.615, -0.544, 0.963], [6.725, 0.381, 2.267], [3.946, -0.222, 2.685], [-3.073, -0.230, 1.224], [-2.267, 0.449, 0.307], [-2.771, 1.766, 0.073], [-2.153, 2.538, -1.104], [-0.915, 2.630, -0.954], [-0.102, 3.351, -1.956], [1.334, 3.262, -1.641], [1.570, 1.833, -1.775], [2.971, 1.543, -1.808], [-3.035, 0.543, 2.118], [-2.624, -1.247, 1.587], [-4.123, -0.367, 0.874], [-2.964, 2.219, 1.035], [-3.835, 1.649, -0.502], [-2.711, 3.522, -1.269], [-2.411, 2.124, -2.087], [-0.664, 4.393, -2.001], [-0.573, 3.078, -3.046], [1.416, 3.812, -0.621], [1.866, 3.817, -2.281], [3.157, 0.903, -1.057], [3.614, 2.403, -1.543], [3.447, 1.165, -2.794], [1.253, -1.381, 4.455], [0.968, -0.174, 4.239], [-0.482, -0.132, 4.346], [-0.960, 1.321, 4.589], [-0.720, 1.937, 3.520], [-0.997, 3.354, 3.544], [-0.256, 4.117, 2.422], [1.079, 3.629, 2.240], [1.992, 4.456, 2.746], [0.964, -2.203, 4.019], [1.345, -1.686, 5.230], [2.324, -1.507, 4.147], [-0.505, -0.559, 5.196], [-0.950, -0.722, 3.567], [-0.408, 1.866, 5.556], [-2.164, 1.454, 4.603], [-0.633, 3.737, 4.333], [-2.111, 3.463, 3.439], [-0.418, 5.163, 2.635], [-0.697, 3.876, 1.508], [3.024, 4.318, 2.628], [2.043, 4.293, 3.898], [1.625, 5.493, 2.766], [-2.798, -2.230, -8.086], [-2.729, -2.374, -6.631], [-3.937, -2.872, -5.921], [-3.556, -3.421, -4.505], [-2.752, -2.654, -3.984], [-2.584, -2.858, -2.614], [-1.568, -1.861, -2.128], [-0.345, -2.023, -2.854], [0.772, -1.360, -2.204], [-3.024, -3.128, -8.664], [-1.801, -2.133, -8.244], [-3.695, -1.689, -8.523], [-4.242, -3.819, -6.491], [-4.761, -2.197, -5.791], [-3.119, -4.231, -4.529], [-4.509, -3.585, -4.003], [-2.211, -3.995, -2.321], [-3.430, -2.792, -1.954], [-1.407, -2.110, -0.980], [-2.057, -1.009, -2.258], [1.637, -1.370, -2.802], [0.996, -2.054, -1.513], [0.780, -0.334, -1.885]], "atomic_forces_ev_per_a": [[3.278, -1.005, 5.922], [-1.573, -1.140, -1.036], [1.002, -1.145, -0.452], [-1.992, 2.909, -1.094], [-0.340, 0.098, -3.281], [-13.142, 8.026, 3.892], [12.768, -7.486, -3.790], [0.730, 2.022, -5.146], [0.740, 3.988, -0.333], [3.989, -2.493, -3.665], [-4.892, -1.319, 0.769], [-1.614, 0.030, 0.324], [-0.825, 2.910, 1.161], [-0.191, -1.331, 0.697], [-0.016, -1.038, 1.631], [3.561, -1.115, 3.883], [-1.293, -1.459, 0.679], [-0.132, -0.527, -3.546], [-4.191, -3.531, 0.170], [-2.151, 0.442, 3.048], [-0.940, -0.563, 0.507], [0.810, 0.318, -1.021], [2.732, 0.859, -2.196], [1.094, 0.837, 1.419], [0.579, 0.517, 2.303], [1.095, -0.337, -0.316], [0.797, 1.822, -0.542], [0.348, 0.545, 2.762], [0.831, 0.433, -1.466], [-3.716, -1.447, -3.117], [-6.305, 0.192, -0.874], [9.434, 1.177, 0.638], [-6.293, 1.652, -2.184], [-2.944, -2.060, 2.944], [1.263, 1.769, 0.230], [1.171, 2.096, -2.732], [-0.773, -1.971, -0.832], [-0.635, 1.926, -1.019], [0.686, 0.060, 0.175], [0.339, 0.805, 0.158], [1.542, 0.024, 1.973], [0.336, -0.323, 1.017], [-0.218, -1.083, -0.034], [1.946, -1.093, 0.717], [1.938, -0.505, 2.206], [0.490, -1.727, -0.957], [2.238, 1.862, -2.697], [0.677, -2.976, 2.394], [-0.597, 0.146, -0.205], [-1.503, 0.384, 1.254], [6.969, 1.559, -12.722], [-3.800, 7.060, -2.761], [0.894, 4.130, -2.622], [-2.787, -2.149, 5.290], [2.834, 5.391, -7.180], [-2.196, -3.058, -6.215], [-0.200, -2.387, 0.460], [-2.004, -0.966, -1.613], [0.234, 2.322, 5.853], [-3.481, -3.789, -4.078], [1.048, -5.213, 18.161], [-0.104, 0.168, -0.092], [-1.865, -3.543, 6.109], [-0.275, 0.289, -0.393], [-1.436, -1.722, -1.874], [1.880, -1.211, 1.680], [2.110, 2.429, 6.525], [0.857, 0.275, 0.277], [0.679, 0.544, -0.030], [-1.075, -0.129, -1.639], [1.179, -0.371, -1.889], [-0.342, 0.131, -0.874], [0.755, 0.102, -0.813], [-3.918, -1.710, 1.438], [-2.292, -0.211, 0.117], [1.782, -2.963, -1.319], [-9.012, 2.328, -5.529], [5.384, 7.478, 6.051], [2.818, -2.980, 1.089], [2.542, -5.090, 1.947], [-0.628, 1.725, 0.193], [-1.141, -0.008, -1.831], [0.066, -1.237, 0.741], [2.678, 1.848, -1.434], [1.658, 1.015, 0.921], [-0.202, 1.389, 0.518], [-0.173, 0.865, -0.490], [3.647, -9.401, -1.246], [-0.664, 0.173, 0.449], [-0.593, 2.324, -1.246], [-1.219, 0.448, -0.282], [-0.214, 0.783, -1.884], [-1.225, 4.569, -0.340], [0.827, -0.314, -1.647], [1.144, -1.542, 3.503], [-1.278, 0.474, 0.383]], "lowdin_charge": [0.322, 0.143, 0.084, 0.031, 0.191, -0.310, -0.311, -0.046, -0.273, 0.189, -0.740, 0.153, 0.102, 0.096, 0.119, 0.090, 0.177, -0.016, -0.396, 0.140, -0.618, 0.157, 0.081, 0.083, 0.182, 0.137, 0.169, -0.116, -0.233, -0.163, -0.371, -0.152, -0.133, -0.173, -0.188, -0.085, 0.104, 0.115, 0.095, 0.102, 0.167, 0.146, 0.127, 0.154, 0.176, 0.165, 0.085, 0.017, 0.085, 0.129, -0.225, -0.074, -0.100, -0.284, -0.172, -0.100, -0.134, -0.162, -0.162, 0.066, -0.030, 0.145, 0.055, 0.134, 0.192, 0.167, 0.048, 0.155, 0.130, 0.088, 0.057, 0.118, 0.093, -0.096, -0.187, -0.099, -0.352, -0.045, -0.174, -0.191, -0.138, -0.058, 0.066, 0.050, 0.106, 0.138, 0.105, 0.051, 0.142, 0.186, 0.120, 0.155, 0.070, 0.081, 0.011, 0.068], "relative_energy_kcal_mol": 132.7, "e_tot_ev": -65409.3594, "homo_ha": -0.27283, "orbital_gap_ev": 7.81, "total_charge": 0}